Record 1
{
  "formula": "C12H18NOS",
  "method": "ωB97M-V with the def2-TZVPD basis set",
  "relative_energy_kj_mol": 256.9,
  "total_charge": 1,
  "smiles": "O[C@@](S)(c1ccccc1)[NH+]1CCCCC1",
  "gap_ha": 0.363,
  "homo_energy_ev": -12.8,
  "largest_force_ha_per_bohr": 0.095,
  "symbols": ["O", "C", "S", "C", "C", "C", "C", "C", "C", "N", "C", "C", "C", "C", "C", "H", "H", "H", "H", "H", "H", "H", "H", "H", "H", "H", "H", "H", "H", "H", "H", "H", "H"],
  "coordinates": [[1.48042, -0.31864, -1.75962], [1.24800, -0.34004, -0.43760], [2.44724, -1.63303, 0.59191], [1.31406, 0.98203, 0.33358], [1.16042, 1.15288, 1.72003], [1.13882, 2.39441, 2.35767], [1.43097, 3.47079, 1.64131], [1.64271, 3.43036, 0.28343], [1.52169, 2.19910, -0.37712], [-0.04333, -0.90311, -0.16821], [-1.13740, 0.09526, -0.51457], [-2.42918, -0.52333, 0.01738], [-2.71565, -1.84998, -0.75833], [-1.56929, -2.85001, -0.69118], [-0.24251, -2.15832, -0.99659], [2.36930, 0.24539, -1.95213], [3.21595, -0.74287, 0.97660], [0.67309, 0.35564, 2.32803], [0.88602, 2.37933, 3.40677], [1.62853, 4.44888, 2.11289], [1.57754, 4.34215, -0.15810], [1.71613, 2.26084, -1.47784], [-0.19043, -1.29719, 0.78116], [-1.00059, 0.12969, -1.64407], [-1.21990, 1.07071, -0.12810], [-3.26656, 0.07141, -0.18571], [-2.20191, -0.59454, 1.05860], [-3.66292, -2.30258, -0.46495], [-2.84238, -1.64899, -1.82802], [-1.50405, -3.52478, 0.23459], [-1.84512, -3.55311, -1.42240], [0.53638, -2.89062, -0.85661], [-0.11605, -1.89772, -2.02279]],
  "atomic_forces_ev_per_a": [[2.80, 1.99, -1.08], [3.04, 0.15, 3.81], [-2.95, -1.56, -2.26], [1.13, 2.25, -0.48], [-2.23, -1.42, 0.15], [-0.12, -3.03, 0.77], [1.46, 3.56, -0.03], [-1.32, -3.40, 0.95], [1.00, 0.13, -0.90], [-2.11, -1.20, -0.39], [-1.49, -1.90, -2.54], [1.03, -2.02, -2.53], [0.02, 0.14, 1.00], [-0.14, 0.14, 1.81], [-0.79, -1.22, -0.33], [-3.06, -1.97, 0.75], [2.14, 2.58, 1.14], [1.09, 0.11, -0.47], [0.14, 0.35, 0.09], [-0.66, -0.51, -0.06], [0.69, 2.29, -1.95], [-0.52, -0.47, 0.96], [0.79, 1.04, -0.13], [-0.75, 0.26, 1.34], [1.70, 1.16, 0.82], [-0.98, 1.39, 0.17], [-0.65, -0.48, 1.03], [0.10, -0.02, 0.28], [0.00, 0.52, 0.16], [-0.10, 1.45, -0.77], [0.43, -1.06, -1.32], [0.70, 0.24, 0.71], [-0.39, 0.51, -0.71]],
  "lowdin_charge": [0.01, -0.68, 0.83, -0.22, -0.05, -0.07, -0.09, -0.04, -0.01, -0.08, -0.08, -0.12, -0.16, -0.16, -0.12, 0.22, -0.21, 0.12, 0.12, 0.13, 0.08, 0.13, 0.17, 0.17, 0.12, 0.11, 0.12, 0.12, 0.13, 0.15, 0.10, 0.11, 0.13]
}



Record 2
{
  "formula": "C19H101FINO39S2Si",
  "method": "ωB97M-V with the def2-TZVPD basis set",
  "total_charge": 0,
  "gap_ha": 0.277,
  "homo_energy_ev": -8.8,
  "largest_force_ha_per_bohr": 0.171,
  "symbols": ["C", "Si", "C", "C", "C", "C", "C", "F", "C", "C", "C", "C", "C", "S", "C", "S", "N", "C", "C", "O", "C", "C", "C", "C", "O", "I", "O", "C", "O", "H", "H", "H", "H", "H", "H", "H", "H", "H", "H", "H", "H", "H", "H", "H", "H", "H", "H", "H", "H", "H", "H", "H", "H", "H", "H", "H", "H", "H", "H", "H", "O", "H", "H", "O", "H", "H", "O", "H", "H", "O", "H", "H", "O", "H", "H", "O", "H", "H", "O", "H", "H", "O", "H", "H", "O", "H", "H", "O", "H", "H", "O", "H", "H", "O", "H", "H", "O", "H", "H", "O", "H", "H", "O", "H", "H", "O", "H", "H", "O", "H", "H", "O", "H", "H", "O", "H", "H", "O", "H", "H", "O", "H", "H", "O", "H", "H", "O", "H", "H", "O", "H", "H", "O", "H", "H", "O", "H", "H", "O", "H", "H", "O", "H", "H", "O", "H", "H", "O", "H", "H", "O", "H", "H", "O", "H", "H", "O", "H", "H", "O", "H", "H", "O", "H", "H"],
  "coordinates": [[3.09823, -2.15441, 3.06337], [3.70159, -1.62019, 1.30247], [5.26963, -0.46393, 1.37599], [4.28225, -3.25469, 0.40768], [2.20761, -0.78963, 0.40497], [0.81630, -1.71424, 0.33333], [0.99600, -3.03998, -0.61873], [1.03620, -4.22445, 0.28895], [1.60430, 0.61303, 1.04986], [1.34180, 1.67755, -0.18009], [-0.20733, 2.21640, -0.15191], [-1.15654, 1.66282, -1.37023], [-2.24982, 0.51295, -0.84592], [-4.02647, 1.21586, -0.87611], [-4.38392, 1.54200, 0.94575], [-3.82655, 3.06169, 1.56853], [-5.07264, 0.59283, 1.90080], [-6.45942, 1.05042, 2.29348], [-7.67304, 0.49645, 1.34032], [-7.57730, -0.92363, 0.96800], [-6.25253, -1.25954, 0.42171], [-5.03282, -0.84616, 1.43701], [2.48850, 2.83488, 0.02211], [2.11826, 3.98891, 1.12949], [2.51428, 5.24723, 0.85776], [1.01189, 3.68452, 3.00035], [1.83216, 0.91260, -1.34671], [2.76779, -0.20785, -1.02458], [3.85388, -0.63786, -1.69591], [1.91373, -2.29178, 3.01777], [3.34599, -1.32615, 3.87829], [3.59615, -3.16111, 3.39194], [5.25496, 0.27457, 2.29391], [5.35617, 0.14935, 0.37214], [6.20499, -1.18377, 1.41655], [5.40508, -3.43614, 0.69106], [3.60953, -4.18134, 0.69637], [4.24070, -3.14853, -0.77172], [0.44908, -2.03120, 1.40994], [-0.02830, -1.04076, -0.13418], [1.96812, -2.95968, -1.26554], [0.05035, -3.05644, -1.34581], [0.72397, 0.43829, 1.83520], [2.46642, 1.05351, 1.72812], [-0.65131, 1.88857, 0.90657], [-0.27383, 3.40742, -0.18259], [-0.57953, 1.25852, -2.30599], [-1.79606, 2.59441, -1.75480], [-2.16978, -0.45674, -1.52620], [-1.98883, 0.27279, 0.29199], [-6.50529, 2.22584, 2.25771], [-6.61068, 0.73969, 3.43192], [-7.80306, 1.23653, 0.43844], [-8.67247, 0.60075, 1.98513], [-6.21679, -2.44111, 0.30828], [-6.06638, -0.82504, -0.66869], [-3.97621, -1.05655, 0.92392], [-5.09381, -1.56946, 2.37997], [3.52546, 2.30349, 0.20366], [2.57993, 3.39402, -1.02730], [0.40153, 6.11803, 5.71732], [0.62632, 5.40624, 5.09946], [0.25473, 6.88656, 5.14566], [-3.54452, -1.27957, 4.35711], [-2.71768, -1.27566, 3.85188], [-4.15522, -0.76251, 3.81060], [5.89496, 5.42755, 0.42805], [5.63358, 6.30505, 0.11087], [5.05404, 4.99511, 0.63975], [3.33057, 7.08764, -1.74792], [3.26850, 6.55048, -0.94385], [2.78350, 6.61133, -2.39043], [-9.16939, 0.82986, 4.26069], [-9.91104, 0.69880, 4.87037], [-8.43699, 1.09578, 4.83675], [3.59200, 0.64607, -4.22048], [3.52994, 0.10892, -3.41641], [3.04494, 0.16976, -4.86300], [5.44003, -0.02626, -6.36766], [6.03645, -0.29175, -5.65161], [4.99040, 0.75815, -6.01909], [-2.02242, 4.71810, -2.61311], [-1.32773, 5.38183, -2.73883], [-2.68297, 4.94020, -3.28641], [0.04003, 2.36540, 5.71210], [0.63645, 2.09991, 6.42816], [-0.40960, 3.14982, 6.06068], [6.97758, 0.79483, -0.98048], [7.67227, 1.45856, -1.10619], [6.31703, 1.01692, -1.65378], [-2.33704, -0.65881, -3.55031], [-2.11225, -1.37060, -4.16817], [-2.48383, 0.10972, -4.12197], [-5.71567, -3.64608, -1.63672], [-4.85804, -4.08190, -1.75276], [-6.25941, -4.00461, -2.35420], [1.58746, 9.70875, -1.44084], [2.34524, 9.14383, -1.65429], [0.83418, 9.09920, -1.43917], [0.36841, 5.19163, -4.45265], [0.63647, 4.26058, -4.43809], [1.06200, 5.62684, -4.97083], [-4.45997, -1.94957, -5.14305], [-3.86355, -2.21505, -4.42699], [-4.90960, -1.16515, -4.79447], [-4.70796, -6.27869, -0.70056], [-5.44960, -6.40975, -0.09088], [-3.97556, -6.01276, -0.12450], [-3.21076, 0.38174, -6.24391], [-3.34107, -0.43241, -6.75293], [-3.98129, 0.92447, -6.46910], [6.06981, 5.36526, 3.53803], [6.97471, 5.52087, 3.84765], [6.12237, 5.50659, 2.58082], [-2.03159, -7.02574, 1.00319], [-1.76353, -7.95679, 1.01776], [-1.33800, -6.59054, 0.48502], [7.35639, 2.39139, 4.53202], [7.09502, 3.26889, 4.21484], [6.51547, 1.95895, 4.74372], [0.06981, -8.19423, 0.14522], [0.97471, -8.03863, 0.45484], [0.12237, -8.05290, -0.81198], [1.05639, -10.87044, 0.84988], [0.79502, -9.99293, 0.53271], [0.21547, -11.30288, 1.06159], [0.34151, -8.48190, 3.46802], [-0.36567, -7.85092, 3.66971], [0.29104, -8.59057, 2.50645], [4.26296, -4.92904, -2.31900], [4.48775, -5.64082, -2.93686], [4.11617, -4.16051, -2.89066], [-3.60968, 3.07625, -5.05193], [-4.20017, 2.84004, -4.32087], [-2.72326, 3.01925, -4.66463], [8.56449, 4.57316, 5.57885], [8.37808, 3.65198, 5.81467], [9.42431, 4.75040, 5.98905], [-2.70968, -3.77491, -0.04381], [-3.30017, -4.01112, 0.68725], [-1.82326, -3.83191, 0.34349], [-1.25518, -10.56335, -0.78247], [-2.14571, -10.31294, -1.07088], [-0.83223, -9.71825, -0.56825], [-1.34361, 2.37222, -7.65954], [-1.60498, 3.24972, -7.97672], [-2.18453, 1.93978, -7.44783], [-2.00796, 5.26745, -7.01239], [-2.74960, 5.13639, -6.40271], [-1.27556, 5.53338, -6.43633], [-2.91076, 5.25288, 4.03759], [-3.04107, 4.43873, 3.52857], [-3.68129, 5.79561, 3.81240], [4.92044, 10.62729, -1.07486], [4.00192, 10.92425, -0.99081], [4.84452, 9.72980, -1.43224], [-8.91254, 0.42822, 6.89501], [-8.15476, -0.13670, 6.68156], [-9.66582, -0.18133, 6.89668], [1.92044, -6.19894, 4.51552], [1.00192, -5.90198, 4.59958], [1.84452, -7.09644, 4.15815], [5.76841, -7.58939, -3.75772], [6.03647, -8.52044, -3.74315], [6.46200, -7.15419, -4.27589]],
  "atomic_forces_ev_per_a": [[-0.74, 0.25, 1.03], [1.20, -1.05, 0.71], [0.23, 0.48, -0.36], [-0.14, -0.50, -1.03], [-1.78, 1.58, -0.56], [0.35, -0.19, -1.25], [-0.75, 1.13, 0.40], [-0.22, 2.00, -2.09], [1.50, -0.18, 1.58], [1.42, -0.93, 2.58], [-0.30, 0.16, -0.43], [-1.22, 0.45, -0.13], [1.70, -0.01, 0.63], [0.71, -1.01, 1.50], [0.43, 1.21, 2.33], [-1.19, -2.94, -1.40], [0.49, 0.87, -3.36], [-0.98, 0.52, 1.01], [-0.87, 0.72, 1.10], [1.87, 1.69, -0.10], [0.87, -1.03, -0.37], [-0.11, -1.27, -0.46], [-0.71, 0.35, -1.21], [2.56, 5.89, -2.50], [-2.24, -7.53, 1.59], [0.88, -0.33, -1.43], [1.99, -1.20, -0.33], [1.70, -1.26, -0.56], [-7.37, 3.27, 3.53], [2.56, 0.13, 0.36], [-0.61, -1.76, -1.64], [-1.05, 1.88, -0.59], [0.19, -1.47, -1.82], [0.01, -1.20, 2.22], [-1.81, 1.64, 0.06], [-2.18, 0.17, -0.47], [1.51, 1.84, -0.54], [0.21, -0.24, 2.58], [1.05, 0.66, -2.19], [1.64, -1.29, 0.85], [-1.76, -0.60, 1.50], [2.01, -0.65, 1.72], [1.69, 0.26, -2.13], [-1.72, -0.72, -1.27], [0.93, 0.78, -2.47], [0.48, -2.59, 0.05], [-0.81, 0.65, 2.02], [1.50, -2.08, 0.89], [-0.54, 2.25, 1.69], [-0.71, 0.37, -2.47], [0.23, -2.41, 0.12], [0.18, 0.44, -2.52], [0.54, -1.65, 1.23], [2.33, -0.33, -1.42], [-0.23, 2.64, 0.24], [-0.52, -0.62, 2.40], [-2.41, 0.47, 1.02], [-0.03, 1.65, -1.94], [-2.06, 1.21, 0.03], [-0.17, -0.93, 2.41], [0.04, -0.05, -0.29], [-0.01, 0.39, 0.19], [-0.01, -0.29, 0.20], [0.12, 0.04, -0.32], [-0.28, 0.06, 0.24], [0.28, 0.06, 0.22], [-0.36, 0.13, 0.13], [0.14, -0.22, 0.07], [0.11, 0.12, -0.10], [-0.19, -0.19, -0.08], [-0.14, 0.07, -0.01], [0.22, 0.15, 0.19], [-0.05, 0.06, -0.21], [0.49, 0.20, -0.25], [-0.57, -0.03, -0.11], [-0.46, -0.11, -0.30], [0.27, 0.12, 0.09], [0.24, 0.19, 0.13], [0.22, 0.14, 0.09], [-0.30, 0.12, -0.23], [0.15, -0.34, 0.08], [-0.08, 0.26, -0.31], [-0.08, -0.25, -0.08], [0.14, -0.02, 0.25], [0.09, 0.30, 0.27], [-0.15, 0.07, -0.26], [-0.02, -0.19, -0.02], [0.08, 0.44, -0.45], [-0.19, -0.21, 0.10], [0.17, -0.15, 0.12], [0.22, -0.27, -0.29], [0.08, 0.45, 0.09], [-0.06, -0.25, -0.20], [0.08, -0.01, -0.51], [-0.27, -0.07, 0.21], [0.17, 0.11, 0.28], [-0.04, -0.27, -0.14], [-0.22, -0.10, 0.11], [0.30, 0.27, 0.06], [0.36, -0.01, -0.17], [-0.17, 0.18, -0.02], [-0.20, -0.10, 0.14], [-0.09, -0.18, 0.15], [-0.49, 0.17, -0.13], [0.26, -0.29, -0.03], [-0.03, 0.02, 0.41], [0.20, 0.07, -0.30], [0.01, -0.33, -0.18], [-0.25, 0.18, -0.48], [0.03, 0.04, 0.31], [0.25, 0.01, 0.23], [0.38, -0.16, -0.09], [-0.19, 0.05, 0.12], [0.01, -0.02, 0.01], [-0.32, 0.27, 0.09], [-0.18, 0.53, -0.04], [-0.25, -0.29, 0.32], [-0.48, -0.14, 0.12], [-0.06, -0.07, -0.10], [0.32, 0.12, -0.09], [0.99, -0.04, -0.51], [-0.01, 0.21, -0.08], [0.11, 0.15, 0.07], [-0.09, 0.27, 0.26], [0.04, -0.67, 0.08], [0.26, 0.10, -0.21], [-0.21, 0.25, -0.31], [0.11, -0.23, -0.08], [-0.02, -0.14, 0.42], [-0.12, 0.05, -0.57], [0.04, -0.02, 0.21], [0.10, -0.23, 0.18], [-0.01, 0.05, 0.41], [0.12, 0.11, -0.17], [-0.09, -0.05, -0.20], [0.49, 0.05, 0.41], [-0.11, 0.06, -0.27], [-0.34, 0.09, -0.22], [0.14, -0.12, 0.35], [0.11, 0.16, -0.19], [-0.19, 0.00, -0.10], [-0.44, 0.43, -0.14], [0.21, -0.19, 0.06], [-0.23, -0.50, 0.00], [-0.36, 0.08, -0.16], [0.15, -0.05, 0.26], [0.37, -0.06, 0.11], [-0.05, 0.19, 0.36], [0.15, -0.10, -0.22], [-0.15, -0.18, -0.13], [-0.22, 0.00, -0.23], [-0.05, 0.15, 0.20], [0.29, -0.19, 0.11], [-0.36, -0.28, -0.13], [0.24, -0.05, 0.01], [0.07, 0.29, 0.11], [0.03, -0.44, 0.32], [-0.22, 0.09, 0.18], [0.28, 0.14, 0.15], [-0.29, 0.04, -0.06], [0.42, -0.09, 0.00], [-0.09, 0.12, 0.09], [0.35, -0.09, -0.25], [-0.17, 0.32, 0.06], [-0.23, -0.12, 0.19]],
  "lowdin_charge": [-0.20, 0.56, -0.20, -0.21, -0.32, -0.11, -0.11, -0.15, -0.12, -0.36, -0.12, -0.21, -0.45, 0.76, -0.90, 0.63, -0.21, -0.15, -0.16, -0.19, -0.18, -0.17, -0.09, -0.62, -0.15, 1.06, -0.06, -0.17, -0.02, 0.04, 0.05, 0.05, 0.05, 0.02, 0.06, 0.06, 0.06, 0.02, 0.12, 0.11, 0.12, 0.13, 0.13, 0.10, 0.09, 0.13, 0.11, 0.08, 0.07, 0.08, 0.12, 0.13, 0.13, 0.13, 0.12, 0.11, 0.12, 0.13, 0.15, 0.15, -0.09, -0.09, 0.04, -0.07, 0.04, -0.01, -0.05, 0.05, 0.02, -0.05, 0.01, 0.04, -0.08, 0.03, 0.02, -0.07, -0.02, 0.05, -0.08, 0.04, 0.01, -0.07, 0.03, 0.03, -0.14, 0.05, 0.04, -0.07, 0.05, 0.03, -0.07, 0.05, 0.03, -0.07, 0.02, 0.05, -0.07, -0.01, 0.04, -0.06, 0.06, 0.05, -0.07, 0.02, 0.04, -0.07, 0.05, -0.01, -0.07, 0.06, 0.05, -0.06, 0.02, 0.00, -0.07, 0.02, 0.03, -0.07, 0.01, 0.05, -0.07, 0.10, 0.10, -0.06, -0.03, 0.04, -0.04, 0.05, 0.01, -0.07, 0.01, 0.04, -0.05, 0.05, 0.04, -0.07, 0.02, 0.05, -0.05, 0.05, 0.03, -0.05, 0.05, -0.02, -0.08, 0.01, -0.01, -0.06, 0.03, 0.02, -0.10, -0.07, 0.04, -0.06, 0.03, 0.02, -0.06, 0.06, 0.05, -0.07, 0.03, 0.00, -0.06, 0.04, 0.05]
}